(1)
Formula: C24H53CaCl2FN2NaO10P
Source: OMol25
Level of theory: ωB97M-V with the def2-TZVPD basis set

Calculated values
Frontier orbital gap ... 1.3215 eV
Total charge ... 0
Energy ... -4009.42384 hartree
Multiplicity ... 1

Structure (XYZ):
```
95
Properties=species:S:1:pos:R:3:lowdin_charge:R:1
C -4.24 -2.65 2.43 0.007
C -4.26 -1.11 2.47 -0.548
O -4.56 -0.50 3.45 0.130
O -3.85 -0.51 1.33 -0.039
C -2.81 0.47 1.60 -0.128
C -1.66 0.20 0.59 -0.171
C -0.52 1.28 0.59 -0.296
C 0.80 0.50 0.37 -0.139
N 1.63 0.33 1.60 -0.060
C 0.83 0.17 2.85 -0.081
C 1.73 -0.22 4.08 -0.153
O 2.49 -1.41 3.86 -0.174
C 3.36 -1.08 2.76 -0.126
C 2.46 -0.92 1.49 -0.271
C 3.41 -0.95 0.26 -0.409
C 3.27 -2.37 -0.45 -0.385
C 1.88 -2.63 -1.10 -0.110
C 4.35 -2.49 -1.60 -0.062
H -5.05 -2.98 1.75 0.101
H -4.42 -3.05 3.44 0.064
H -3.26 -2.97 2.00 0.075
H -2.38 0.37 2.62 0.129
H -3.21 1.48 1.40 0.148
H -1.18 -0.75 0.94 0.098
H -2.02 0.04 -0.44 0.104
H -0.53 1.99 1.48 -0.100
H -0.68 1.91 -0.30 0.081
H 0.55 -0.47 -0.10 0.108
H 1.42 1.07 -0.35 0.117
H 2.26 1.14 1.74 0.115
H 0.28 1.08 3.15 0.137
H 0.15 -0.70 2.67 0.095
H 2.41 0.63 4.34 0.153
H 1.03 -0.32 4.94 0.137
H 3.95 -0.16 2.96 0.132
H 4.06 -1.90 2.52 0.139
H 1.76 -1.78 1.51 0.119
H 3.31 -0.05 -0.46 -0.029
H 4.44 -0.93 0.63 0.038
H 3.49 -3.18 0.30 0.111
H 1.82 -3.66 -1.54 0.072
H 1.66 -1.94 -1.95 0.084
H 1.02 -2.57 -0.38 0.054
H 3.90 -2.96 -2.51 0.070
H 4.65 -1.45 -1.83 0.088
H 5.21 -3.11 -1.29 0.074
O -0.22 -2.74 3.34 -0.667
H 0.48 -2.12 3.57 -0.088
Cl 0.21 3.75 1.49 -0.051
Na 1.44 -3.97 2.74 0.521
Ca -1.45 -3.90 4.60 1.314
C 3.21 8.27 3.18 -0.062
C 2.46 7.05 2.72 -0.512
O 2.52 6.00 3.33 0.088
C 1.63 7.18 1.47 -0.026
H 3.76 8.04 4.09 0.078
H 3.93 8.58 2.41 0.076
H 2.51 9.08 3.39 0.072
H 2.27 7.44 0.62 0.079
H 0.86 7.94 1.61 0.090
H 1.16 6.22 1.26 -0.008
O -2.37 -6.89 1.57 -0.081
H -2.02 -6.39 0.82 0.025
H -3.33 -6.82 1.47 0.039
Cl 4.24 1.22 0.43 0.050
C -1.20 3.85 -3.31 -0.103
C 0.01 4.08 -4.22 -0.259
C 0.40 2.82 -5.01 -0.182
C 0.76 1.73 -4.08 -0.223
N 1.04 0.89 -3.35 0.154
H -0.99 3.10 -2.55 0.055
H -1.46 4.78 -2.79 0.079
H -2.07 3.53 -3.89 0.075
H 0.85 4.41 -3.61 0.118
H -0.22 4.88 -4.92 0.108
H 1.26 3.04 -5.65 0.116
H -0.42 2.50 -5.64 0.116
C -4.27 -2.98 -4.73 -0.091
O -4.45 -3.82 -3.58 -0.207
P -3.16 -4.17 -2.71 0.352
O -3.41 -5.14 -1.64 -0.236
O -2.64 -2.75 -2.22 -0.234
C -3.54 -1.93 -1.47 -0.077
O -2.11 -4.61 -3.82 -0.206
C -0.72 -4.37 -3.62 -0.083
H -5.12 -2.30 -4.79 0.093
H -3.36 -2.39 -4.67 0.088
H -4.24 -3.60 -5.63 0.093
H -4.40 -2.50 -1.10 0.092
H -3.89 -1.12 -2.10 0.105
H -3.00 -1.52 -0.62 0.039
H -0.53 -3.42 -3.13 0.074
H -0.25 -4.34 -4.60 0.095
H -0.27 -5.18 -3.04 0.089
F 1.15 7.73 4.59 -0.478
```


(2)
Formula: C2H5N3S
Source: OMol25
Level of theory: ωB97M-V with the def2-TZVPD basis set

Calculated values
Frontier orbital gap ... 8.0909 eV
SMILES ... NN1N=CCS1
Total charge ... 0
Energy ... -641.52676 hartree
Multiplicity ... 1
Relative energy (zero: lowest compared OMol25 entry of this formula, charge and spin) ... 98.7 kcal/mol

Structure (XYZ):
```
11
Properties=species:S:1:pos:R:3:lowdin_charge:R:1
N 2.33 0.22 -0.08 0.030
N 0.96 0.05 0.16 -0.443
N 0.28 -1.08 0.19 -0.025
C -1.00 -1.03 0.35 -0.211
C -1.67 0.33 0.09 -0.483
S -0.30 1.53 0.10 0.802
H 2.72 0.04 -1.05 0.114
H 2.62 1.09 0.13 0.015
H -1.40 -2.01 0.44 0.087
H -1.98 0.28 -0.97 0.059
H -2.56 0.57 0.64 0.054
```


(3)
Formula: C11H19Cl3MoO4S
Source: OMol25
Level of theory: ωB97M-V with the def2-TZVPD basis set

Calculated values
Frontier orbital gap ... 4.7326 eV
Total charge ... 0
Energy ... -2578.49659 hartree
Multiplicity ... 1
Relative energy (zero: lowest compared OMol25 entry of this formula, charge and spin) ... 0.0 kcal/mol

Structure (XYZ):
```
39
Properties=species:S:1:pos:R:3:lowdin_charge:R:1
C 0.25 -1.72 1.26 -0.318
C 1.59 -1.62 0.71 -0.379
C 1.46 -1.06 -0.62 -0.334
C 2.86 -2.11 1.33 -0.049
C 0.07 -0.92 -0.91 -0.225
C -0.68 -1.28 0.24 -0.210
C -2.16 -1.34 0.30 0.009
C -0.18 -2.37 2.52 -0.056
C 2.55 -0.78 -1.59 -0.046
C -0.48 -0.64 -2.25 -0.009
Mo 0.98 0.47 1.10 1.224
Cl 3.24 1.23 1.13 0.042
Cl 1.29 0.28 3.44 0.131
Cl 0.91 2.10 -0.68 0.214
H 2.64 -2.47 2.35 0.085
H 3.57 -1.29 1.43 0.028
H 3.31 -2.94 0.78 0.102
H 3.42 -0.39 -1.07 0.055
H 2.19 -0.04 -2.31 0.070
H 2.83 -1.69 -2.16 0.112
H 0.13 0.10 -2.76 0.078
H -1.48 -0.20 -2.18 0.071
H -0.54 -1.53 -2.89 0.120
H -2.58 -0.41 -0.08 0.083
H -2.51 -1.42 1.33 0.087
H -2.58 -2.17 -0.28 0.116
H 0.59 -2.27 3.30 0.045
H -0.41 -3.43 2.35 0.113
H -1.08 -1.88 2.89 0.090
O -0.77 1.21 1.65 -0.394
H -1.22 1.96 1.16 -0.009
C -1.60 4.17 -1.59 -0.177
S -2.70 2.98 -0.81 0.403
O -2.44 3.16 0.64 -0.383
O -4.03 3.41 -1.25 -0.356
O -2.30 1.64 -1.26 -0.414
H -1.75 5.14 -1.10 0.063
H -1.84 4.27 -2.64 0.055
H -0.56 3.87 -1.48 -0.036
```


(4)
Formula: C3H2LaO4
Source: OMol25
Level of theory: ωB97M-V with the def2-TZVPD basis set

Calculated values
Frontier orbital gap (alpha / beta) ... 4.6081 / 6.4899 eV
Expectation value of S² ... 0.751
Total charge ... 0
Energy ... -447.93701 hartree
Multiplicity ... 2
Relative energy (zero: lowest compared OMol25 entry of this formula, charge and spin) ... 2.7 kcal/mol

Structure (XYZ):
```
10
Properties=species:S:1:pos:R:3:mulliken_spin:R:1
H -1.63 -1.45 -0.82 -0.003
C -1.54 -0.64 -0.01 0.006
C -0.55 0.16 -0.79 -0.001
O 0.51 0.32 -0.05 -0.028
C 1.85 0.99 -0.55 -0.009
O 1.80 1.46 -1.66 0.000
O 2.66 0.85 0.35 0.006
La 0.60 -0.58 2.36 1.048
O -1.21 -1.06 1.24 -0.017
H -2.49 -0.05 -0.08 -0.002
```


(5)
Formula: C6H13NO
Source: OMol25
Level of theory: ωB97M-V with the def2-TZVPD basis set

Calculated values
Frontier orbital gap ... 8.9350 eV
SMILES ... C=C/C(N)=C/CC.O
Total charge ... 0
Energy ... -366.35445 hartree
Multiplicity ... 1
Relative energy (zero: lowest compared OMol25 entry of this formula, charge and spin) ... 49.9 kcal/mol

Structure (XYZ):
```
21
Properties=species:S:1:pos:R:3:lowdin_charge:R:1
C 1.92 -2.27 -0.13 0.021
C 1.38 -1.81 0.99 -0.146
C 0.26 -0.84 1.14 -0.380
N -0.99 -1.46 1.03 0.107
C 0.37 0.48 1.27 -0.092
C -0.79 1.37 1.67 -0.281
C -0.32 2.81 1.86 -0.120
H 2.78 -2.91 -0.02 0.052
H 1.72 -1.77 -1.07 0.062
H 1.71 -2.21 1.95 0.102
H -1.78 -0.96 1.39 0.069
H -1.09 -2.42 1.29 0.084
H 1.36 0.92 1.30 0.103
H -1.53 1.36 0.88 0.102
H -1.33 0.96 2.52 0.105
H -1.16 3.44 2.15 0.063
H 0.41 2.88 2.66 0.071
H 0.04 3.18 0.90 0.075
O -1.22 0.96 -6.07 -0.065
H -0.67 0.26 -6.44 0.032
H -1.35 1.47 -6.89 0.033
```


(6)
Formula: C3H5NS3
Source: OMol25
Level of theory: ωB97M-V with the def2-TZVPD basis set

Calculated values
Frontier orbital gap ... 8.7310 eV
SMILES ... S=C1SCCN1S
Total charge ... 0
Energy ... -1366.56168 hartree
Multiplicity ... 1
Relative energy (zero: lowest compared OMol25 entry of this formula, charge and spin) ... 32.8 kcal/mol

Structure (XYZ):
```
12
Properties=species:S:1:pos:R:3:lowdin_charge:R:1
S -1.69 2.51 -0.10 0.561
C -0.51 1.28 -0.01 -1.126
S 1.21 1.49 0.15 0.935
C 1.60 -0.17 -0.26 -0.471
C 0.36 -0.91 0.18 -0.380
N -0.70 -0.12 -0.30 -0.602
S -2.30 -0.69 0.01 0.710
H 1.54 -0.33 -1.30 0.053
H 2.71 -0.57 -0.06 0.151
H 0.17 -1.90 -0.34 0.133
H 0.22 -1.17 1.22 0.107
H -2.62 0.59 0.81 -0.072
```